# 1
C10H18BNO as an isolated structure at a distorted geometry. Source: OMol25; level of theory: wB97M-V/def2-TZVPD.

Properties
HOMO level ... -8.2 eV
ΔE to the lowest compared entry with this formula, charge and spin ... 3.9740 eV
Total energy ... -14873.207 eV

The geometry in ORCA input format:
```
! RIJCOSX wB97M-V def2-TZVPD def2/J DEFGRID3
* xyz 0 1
B -1.42354 0.93276 -1.00657
C 0.17522 -1.21925 -1.56090
C 1.46621 -0.73271 -0.97983
C -1.05377 -1.15536 -1.07136
C 1.55328 -0.10078 0.29237
C 3.48022 -1.13269 1.20443
C 4.06578 0.84897 -0.22345
C -4.19750 -0.91963 0.25483
C -2.64156 0.40853 1.85056
C 2.99197 0.16890 0.73725
C -2.66830 -0.56011 0.63410
N -1.83458 -0.25101 -0.38055
O -1.47190 1.78724 -1.85498
H 0.36010 -1.90110 -2.38347
H 2.33227 -0.93927 -1.73856
H -1.76153 -1.81889 -1.49191
H 2.73228 -1.61668 2.00324
H 4.37328 -0.97150 1.71472
H 3.66344 -1.93911 0.48152
H 4.94765 1.27076 0.47002
H 3.68233 1.76151 -0.72415
H 4.51379 0.18038 -1.05603
H -4.84801 -0.19342 0.68877
H -4.36881 -1.09709 -0.77452
H -4.56110 -1.77309 0.84204
H -1.81776 0.11091 2.56301
H -3.51693 0.38441 2.47451
H -2.37825 1.33789 1.38688
H 2.82636 0.96973 1.53092
H -2.39333 -1.55974 0.94748
H 0.77300 0.08880 0.89119
*
```

Formally, the Löwdin partial charges of the atoms, in units of the elementary charge, are as follows: atom 1 (B): -0.455, atom 2 (C): -0.072, atom 3 (C): -0.044, atom 4 (C): -0.117, atom 5 (C): -0.033, atom 6 (C): -0.129, atom 7 (C): -0.089, atom 8 (C): -0.014, atom 9 (C): -0.014, atom 10 (C): -0.462, atom 11 (C): -0.390, atom 12 (N): 0.012, atom 13 (O): 0.166, atom 14 (H): 0.105, atom 15 (H): 0.139, atom 16 (H): 0.120, atom 17 (H): 0.132, atom 18 (H): 0.044, atom 19 (H): 0.089, atom 20 (H): 0.109, atom 21 (H): 0.064, atom 22 (H): 0.088, atom 23 (H): 0.049, atom 24 (H): 0.059, atom 25 (H): 0.076, atom 26 (H): 0.095, atom 27 (H): 0.069, atom 28 (H): 0.067, atom 29 (H): 0.144, atom 30 (H): 0.131, atom 31 (H): 0.060

# 2
C10H18BaFNO2 as an isolated structure at a distorted geometry. Source: OMol25; level of theory: wB97M-V/def2-TZVPD.

Properties
HOMO level ... -14.2 eV
Total energy ... -19641.396 eV

The geometry in ORCA input format:
```
! RIJCOSX wB97M-V def2-TZVPD def2/J DEFGRID3
* xyz 2 1
C -1.71051 -3.30660 -1.77445
C -2.30044 -1.97529 -1.32598
C -1.98419 -0.83289 -2.28798
N -0.55937 -0.52291 -2.45671
C 0.22587 -0.46213 -1.29083
C -0.20974 0.63524 -0.31612
C 1.11376 0.83076 0.40488
C 1.41058 2.07642 1.18665
F 1.30328 3.19593 0.42574
C 0.64414 2.26116 2.48027
C 0.79774 1.09013 3.47498
C 2.10475 0.71618 -0.73196
O 3.21587 1.18134 -0.69141
O 1.58530 -0.01579 -1.69187
H -0.61781 -3.31134 -1.73560
H -2.06099 -4.12629 -1.14963
H -2.00365 -3.53040 -2.80265
H -3.38779 -2.05608 -1.26163
H -1.96523 -1.73685 -0.30738
H -2.35149 -1.10619 -3.27700
H -2.51435 0.08300 -2.00863
H -0.12237 -1.07622 -3.18218
H 0.40058 -1.41501 -0.76393
H -0.35227 1.51899 -0.94873
H -1.12080 0.46497 0.25236
H 1.34289 -0.08030 0.99085
H 2.48848 1.99528 1.41409
H 0.91953 3.21741 2.94603
H -0.41044 2.35422 2.21502
H 0.82045 1.43411 4.51288
H 1.69954 0.49072 3.29754
H -0.01067 0.37277 3.35649
Ba 3.60937 1.63567 3.04688
*
```

Formally, the Löwdin partial charges of the atoms, in units of the elementary charge, are as follows: atom 1 (C): -0.096, atom 2 (C): -0.251, atom 3 (C): -0.200, atom 4 (N): 0.014, atom 5 (C): -0.312, atom 6 (C): -0.025, atom 7 (C): -0.177, atom 8 (C): -0.469, atom 9 (F): 0.098, atom 10 (C): -0.189, atom 11 (C): -0.159, atom 12 (C): -0.468, atom 13 (O): 0.129, atom 14 (O): 0.146, atom 15 (H): 0.064, atom 16 (H): 0.079, atom 17 (H): 0.086, atom 18 (H): 0.117, atom 19 (H): 0.091, atom 20 (H): 0.130, atom 21 (H): 0.117, atom 22 (H): 0.140, atom 23 (H): 0.159, atom 24 (H): 0.159, atom 25 (H): 0.136, atom 26 (H): 0.173, atom 27 (H): -0.081, atom 28 (H): 0.130, atom 29 (H): 0.153, atom 30 (H): 0.102, atom 31 (H): -0.062, atom 32 (H): 0.116, atom 33 (Ba): 2.152

# 3
An isolated ion of composition C10H18BrN4O2 and charge +1 at a distorted geometry. Source: OMol25; level of theory: wB97M-V/def2-TZVPD.

Properties
HOMO level ... -12.5 eV
ΔE to the lowest compared entry with this formula, charge and spin ... 7.5971 eV
SMILES string ... CC(=O)OCCCCCCn1[nH]cn/c1=[NH+]\Br
Total energy ... -90744.146 eV

The geometry in ORCA input format:
```
! RIJCOSX wB97M-V def2-TZVPD def2/J DEFGRID3
* xyz 1 1
C 5.29788 -0.66522 1.75657
C 3.97528 -1.11789 0.83982
O 2.80964 -1.40751 1.45472
O 4.18691 -1.11574 -0.62058
C 2.96257 -0.74242 -1.35446
C 2.40245 0.76631 -1.04124
C 0.76738 0.67585 -0.96119
C 0.10385 1.78937 0.09257
C -1.19699 1.14864 0.92453
C -2.47020 1.23163 -0.11129
N -3.49021 0.12502 0.04190
N -4.69072 0.49700 0.63394
C -5.56005 -0.77758 0.62793
N -4.84249 -1.98714 0.00131
C -3.49692 -1.32999 -0.37162
N -2.44379 -1.96902 -1.00511
Br -2.66590 -3.79808 -1.45543
H 5.59917 0.46640 1.56187
H 5.00603 -0.75619 2.88613
H 6.15677 -1.41751 1.49398
H 3.25951 -0.75571 -2.50915
H 2.09026 -1.55094 -1.25497
H 2.80445 1.25155 -0.05402
H 2.69690 1.46885 -1.93034
H 0.33858 0.90561 -2.04584
H 0.35031 -0.37105 -0.63996
H 0.89986 2.28151 0.79828
H -0.37811 2.61727 -0.61970
H -1.34780 1.84267 1.88393
H -0.97547 0.07154 1.34330
H -2.96498 2.29698 0.05669
H -1.99919 1.22115 -1.20846
H -4.95830 1.45029 0.99199
H -6.67594 -0.88087 1.03018
H -1.55071 -1.46476 -1.23628
*
```

Formally, the Löwdin partial charges of the atoms, in units of the elementary charge, are as follows: atom 1 (C): -0.013, atom 2 (C): -0.280, atom 3 (O): -0.049, atom 4 (O): -0.099, atom 5 (C): -0.185, atom 6 (C): -0.156, atom 7 (C): -0.211, atom 8 (C): -0.188, atom 9 (C): -0.178, atom 10 (C): -0.132, atom 11 (N): -0.089, atom 12 (N): 0.051, atom 13 (C): 0.051, atom 14 (N): 0.088, atom 15 (C): -0.254, atom 16 (N): -0.381, atom 17 (Br): 0.785, atom 18 (H): 0.104, atom 19 (H): 0.095, atom 20 (H): 0.097, atom 21 (H): 0.147, atom 22 (H): 0.131, atom 23 (H): 0.120, atom 24 (H): 0.124, atom 25 (H): 0.119, atom 26 (H): 0.085, atom 27 (H): 0.120, atom 28 (H): 0.115, atom 29 (H): 0.125, atom 30 (H): 0.123, atom 31 (H): 0.152, atom 32 (H): 0.139, atom 33 (H): 0.185, atom 34 (H): 0.159, atom 35 (H): 0.097